Entry 1:
139
Properties=species:S:1:pos:R:3:forces:R:3:mulliken_charge:R:1 method="wB97M-V/def2-TZVPD" gap_ev=3.54 e_lumo_ev=1.7 charge=-1 mol_weight_g_mol=795.13 largest_force_ev_per_a=4.36 multiplicity=1
C -2.0033 0.5336 1.3014 1.09 0.38 0.86 -1.938
C -0.7867 -0.3933 1.0858 0.34 -0.28 -1.30 1.778
C -1.1704 -1.1511 -0.2183 -1.26 -0.33 0.94 -1.291
C -0.0768 -1.8414 -0.9062 0.90 0.75 -0.06 -0.777
C 0.9329 -0.7009 -1.2113 0.88 -2.57 -1.20 -1.563
C 1.5309 0.0255 -0.0173 -1.02 1.47 0.27 1.707
N 0.3977 0.4803 0.8513 0.22 0.92 0.18 0.229
O 0.8149 1.2874 2.0162 -0.47 -1.67 -1.45 -0.884
C 2.2171 1.2949 -0.6071 -0.58 -0.26 -0.20 -1.762
C 2.5861 -0.8450 0.6897 -1.45 -0.89 0.31 -1.489
C -0.5174 -1.4816 2.1476 0.57 0.28 1.14 -1.837
H -2.9633 0.0287 1.4088 0.08 -0.25 0.37 0.376
H -2.0993 1.2300 0.4684 0.24 -0.15 -0.21 0.427
H -1.6973 1.1508 2.1461 -0.55 0.08 0.33 0.413
H -1.6813 -0.4939 -0.9220 0.13 0.32 -0.03 0.338
H -1.9026 -1.9206 0.0264 -0.53 0.07 0.46 0.450
H -0.4925 -2.4399 -1.7168 0.26 0.53 -0.85 0.388
H 0.3478 -2.6459 -0.3057 0.44 0.28 0.46 0.356
H 0.6160 -0.0396 -2.0178 -0.62 0.23 0.36 0.451
H 1.7548 -1.2475 -1.6737 0.61 0.22 -0.27 0.498
H 2.4504 1.1126 -1.6562 0.96 -0.46 -0.05 0.404
H 3.0744 1.5855 0.0000 -0.09 0.25 -0.26 0.287
H 1.5144 2.1128 -0.7665 -0.19 0.10 0.91 0.415
H 3.1387 -1.5448 0.0628 0.65 0.68 -0.52 0.325
H 1.9325 -1.5716 1.1724 0.34 0.03 0.91 0.312
H 3.1763 -0.2804 1.4115 -0.07 -0.22 -0.08 0.317
H 0.1463 -2.2537 1.7583 -0.36 -0.24 -0.32 0.282
H -1.3377 -1.9568 2.6855 -0.65 -0.09 -0.58 0.390
H 0.0741 -1.1195 2.9885 0.14 0.80 -0.12 0.398
C -9.2256 3.7888 8.3313 1.03 -0.27 -0.97 -0.873
C -8.4296 2.8777 7.3946 -1.08 -0.92 -1.86 0.686
O -8.7006 2.8623 6.1842 0.76 0.27 2.39 -0.556
C -7.4711 1.8306 7.9675 -0.07 -0.18 -0.84 -1.025
H -10.2380 3.3855 8.3094 0.01 0.04 0.47 0.260
H -9.2525 4.7602 7.8376 -0.07 0.11 0.27 0.303
H -8.7443 3.8313 9.3084 -0.46 0.07 0.08 0.286
H -6.5636 2.2643 8.3874 -0.13 0.05 0.18 0.294
H -7.1981 1.1628 7.1505 0.24 0.31 -0.20 0.320
H -7.9381 1.1380 8.6677 -0.23 0.52 0.48 0.305
C 6.1383 8.4097 -3.7927 1.66 -0.77 0.01 -0.984
C 4.7187 8.6367 -4.0602 -3.17 -0.77 2.89 0.732
O 3.9005 8.3386 -3.1642 1.46 0.86 -1.85 -0.569
C 4.2228 9.0815 -5.3868 0.68 0.10 -0.88 -0.981
H 6.2755 7.5220 -3.1753 -0.37 -0.11 -0.01 0.322
H 6.6051 9.1819 -3.1813 -0.14 0.42 -0.34 0.261
H 6.7082 8.2282 -4.7040 0.15 0.36 -0.04 0.321
H 4.0777 8.1500 -5.9340 -0.36 -0.11 -0.15 0.260
H 5.0054 9.5810 -5.9580 -0.01 0.28 0.06 0.325
H 3.3071 9.6727 -5.3915 0.10 -0.25 0.31 0.312
C -1.9160 -8.4062 -5.1934 1.49 -0.41 0.37 -1.050
C -2.7019 -8.9856 -4.0413 1.52 0.04 2.59 0.783
O -2.1483 -9.4428 -3.0080 -1.66 1.03 -3.22 -0.586
C -4.1737 -8.7816 -4.1733 -0.09 0.32 0.25 -0.974
H -2.3381 -7.5272 -5.6804 -0.23 -0.26 0.13 0.334
H -1.6502 -9.1622 -5.9322 -0.43 -0.14 -0.20 0.278
H -0.9394 -8.1530 -4.7808 0.04 0.26 0.02 0.329
H -4.6119 -8.5788 -3.1961 -0.21 -0.67 -0.05 0.310
H -4.5632 -9.6395 -4.7212 -0.44 -0.04 0.28 0.267
H -4.3582 -7.8889 -4.7710 -0.01 -0.13 -0.16 0.308
C 8.4696 -1.6934 -4.1794 -0.72 0.30 0.12 -0.971
C 9.5597 -1.8396 -3.1874 0.12 -0.77 0.59 0.745
O 10.6728 -1.9632 -3.6146 1.57 -0.27 -0.63 -0.561
C 9.4167 -1.6759 -1.6914 -0.64 -0.01 -1.06 -0.890
H 7.7104 -2.4755 -4.1931 0.29 -0.34 0.05 0.276
H 9.0103 -1.6045 -5.1216 -0.62 0.09 -0.14 0.290
H 7.8978 -0.8099 -3.8957 0.02 0.33 -0.40 0.287
H 10.4226 -1.3187 -1.4704 -0.49 0.33 0.84 0.300
H 9.1792 -2.5854 -1.1396 0.10 -0.11 -0.23 0.255
H 8.5586 -1.0094 -1.6052 0.36 0.43 0.86 0.269
C 4.1891 -8.0192 -0.8459 0.04 1.06 -0.75 -1.034
C 5.6653 -8.0343 -1.1690 -0.19 -0.54 -1.71 0.757
O 6.1932 -7.2563 -1.9510 -0.34 -0.77 1.32 -0.563
C 6.3139 -9.2674 -0.5892 0.58 0.25 0.66 -1.036
H 3.6782 -7.3607 -1.5483 0.06 0.29 0.22 0.318
H 4.1300 -7.6107 0.1630 -0.53 -0.28 0.13 0.297
H 3.7145 -8.9905 -0.9854 0.27 -0.15 0.58 0.331
H 5.9912 -10.1549 -1.1334 0.12 0.12 -0.36 0.291
H 5.9220 -9.4372 0.4136 0.05 0.11 0.16 0.338
H 7.4004 -9.2004 -0.5314 -0.07 -0.07 -0.23 0.301
C 5.9099 -1.7887 5.9142 -0.05 0.56 0.90 -1.002
C 5.6720 -0.7957 7.0682 1.13 -1.28 1.44 0.780
O 5.6913 -1.2226 8.2412 -0.42 1.57 -2.69 -0.588
C 5.6627 0.6596 6.6232 -0.58 -0.49 0.53 -1.024
H 4.9232 -2.0471 5.5298 0.13 -0.43 -0.13 0.270
H 6.4782 -2.6093 6.3520 -0.46 -0.30 -0.24 0.308
H 6.5003 -1.3468 5.1116 -0.16 0.05 0.01 0.339
H 6.1913 0.6866 5.6703 0.35 0.49 0.37 0.293
H 6.0299 1.2825 7.4388 0.30 0.09 -0.32 0.320
H 4.6654 1.0265 6.3805 -0.27 -0.24 0.11 0.303
C -10.2204 6.5894 -2.2516 0.41 -0.91 -0.02 -0.915
C -9.9232 6.0753 -0.8547 0.99 -0.90 -0.01 0.675
O -10.5841 6.4337 0.0708 -1.02 0.58 0.96 -0.524
C -8.7401 5.1171 -0.5757 -0.73 0.07 -0.24 -0.958
H -9.8593 7.6170 -2.2941 -0.17 -0.01 -0.24 0.257
H -11.2866 6.5026 -2.4606 -0.01 0.39 0.26 0.313
H -9.7245 5.9632 -2.9932 0.26 0.27 -0.10 0.283
H -7.8061 5.6518 -0.7486 0.10 -0.24 -0.20 0.257
H -8.8234 4.2090 -1.1728 0.27 0.22 -0.53 0.313
H -8.7709 4.7392 0.4462 -0.10 0.54 0.12 0.301
C -4.7575 -6.6044 3.2523 -0.46 -0.56 0.09 -1.005
C -5.0891 -6.6175 4.7400 0.46 2.31 0.05 0.731
O -4.7467 -7.5239 5.4412 -0.18 -0.60 0.40 -0.529
C -5.7536 -5.3107 5.2916 -0.17 -0.86 -0.68 -0.962
H -5.5784 -7.1177 2.7515 -0.06 -0.25 -0.12 0.263
H -3.8583 -7.2081 3.1292 -0.04 0.16 -0.21 0.316
H -4.7026 -5.6365 2.7540 0.26 0.06 0.42 0.326
H -5.6210 -4.5238 4.5492 0.01 0.10 0.24 0.281
H -5.4429 -4.9826 6.2835 0.36 -0.33 -0.14 0.319
H -6.8236 -5.5040 5.3669 -0.18 -0.02 -0.06 0.261
C -2.9181 8.2915 -4.4542 -0.13 0.46 0.20 -1.035
C -4.1878 7.4582 -4.2676 -2.05 1.56 -1.32 0.735
O -5.2906 8.0183 -4.1619 2.15 -0.95 0.19 -0.565
C -4.1171 5.9713 -4.4024 0.47 -0.81 0.96 -0.936
H -2.3796 8.2637 -3.5069 0.24 -0.01 -0.01 0.277
H -3.1345 9.3331 -4.6916 -0.55 -0.01 0.45 0.319
H -2.2260 8.0481 -5.2603 -0.13 -0.96 0.12 0.333
H -3.2124 5.5664 -3.9490 0.35 0.14 -0.26 0.344
H -4.1422 5.6604 -5.4468 0.02 0.19 -0.06 0.251
H -4.9039 5.4523 -3.8549 -0.38 0.37 -0.24 0.276
C 3.2172 -3.0348 -9.0643 0.83 -0.56 -0.19 -1.019
C 3.9644 -2.1203 -10.0247 0.17 -0.89 0.59 0.761
O 4.5758 -2.6126 -10.9455 -0.01 0.50 -0.09 -0.552
C 3.8930 -0.6445 -9.7508 -0.29 -0.53 -0.30 -0.986
H 3.6715 -2.9757 -8.0752 -0.36 0.54 0.28 0.304
H 3.4672 -4.0556 -9.3532 -0.42 -0.02 -0.30 0.296
H 2.1398 -2.8699 -9.0512 0.12 0.08 0.18 0.319
H 4.4849 -0.3148 -8.8969 0.30 -0.22 -0.14 0.286
H 2.8598 -0.4995 -9.4351 -0.11 0.63 -0.36 0.306
H 4.1904 -0.1702 -10.6861 -0.22 0.49 0.33 0.285
C -0.9152 4.9061 7.4294 -0.16 -0.20 0.75 -0.986
C 0.3488 4.5970 8.1894 -0.08 0.53 0.25 0.767
O 1.3131 5.2803 7.9809 1.01 0.25 0.09 -0.546
C 0.3599 3.4800 9.2177 0.28 -0.33 -0.82 -1.009
H -1.1960 3.9623 6.9620 -0.32 0.37 -0.62 0.311
H -0.7559 5.7900 6.8118 0.14 -0.59 -0.46 0.280
H -1.7213 5.1982 8.1023 -0.11 -0.31 0.31 0.297
H 1.3651 3.1403 9.4672 0.13 0.65 0.14 0.287
H -0.0566 2.5916 8.7430 -0.72 0.01 0.35 0.332
H -0.1745 3.8290 10.1013 -0.16 -0.38 -0.01 0.268



Entry 2:
45
Properties=species:S:1:pos:R:3:forces:R:3:mulliken_charge:R:1 method="wB97M-V/def2-TZVPD" gap_ev=9.46 e_lumo_ev=0.8 charge=0 mol_weight_g_mol=240.39 largest_force_ev_per_a=15.53 multiplicity=1
C 1.1834 -0.4465 -5.2002 -2.60 -0.80 -4.27 -1.064
N 0.0770 -1.4485 -5.0072 0.55 4.33 -9.44 0.036
C 0.0576 -2.3524 -6.1558 0.01 3.68 -6.74 -0.911
H -0.7778 -3.0118 -6.2351 -0.27 -0.67 0.79 0.429
H -0.2981 -1.5679 -7.2491 1.19 -2.14 3.01 0.259
H 1.0478 -2.8188 -6.5905 -1.58 0.75 1.52 0.291
C 0.3983 -2.2298 -4.0961 -1.42 -8.59 12.86 -0.752
C -0.1791 -1.6367 -2.6768 4.08 -1.42 0.02 -0.803
H 0.6303 -0.9176 -2.4834 -0.15 0.11 0.64 0.326
H -1.0319 -0.9903 -2.8015 -0.95 -0.60 0.00 0.417
C -0.1105 -2.7245 -1.4465 -0.28 3.61 -2.82 -0.748
N -0.4886 -1.9769 -0.2920 7.03 -2.91 3.27 -0.182
C 0.4030 -1.4487 0.6068 8.86 -9.11 0.04 0.054
O 1.7284 -2.1115 0.6169 -6.72 4.33 -0.28 -0.737
C 0.0020 -0.7117 1.7975 4.79 3.50 -1.43 -0.674
C 0.2740 0.8011 1.2639 -10.20 0.69 2.90 -1.003
C -0.1310 1.9728 2.4036 4.54 -13.57 3.61 -0.731
C 1.0019 1.8781 3.4735 -8.72 -1.56 4.81 -1.198
C 0.6147 2.8906 4.6689 9.75 3.57 -8.65 -0.659
C -0.5925 2.7585 5.1469 -12.10 -0.56 6.01 -0.348
C -1.8842 2.6944 4.0402 1.76 -2.90 2.56 -0.871
C -1.3299 1.5135 3.0183 -5.71 4.11 1.34 -0.736
H -2.2043 1.4996 2.3610 0.28 -0.60 -0.70 0.267
H -1.3520 0.6285 3.5800 0.56 -1.23 0.64 0.364
H -2.9698 2.3726 4.6234 3.33 1.18 -1.77 0.274
H -1.8339 3.7019 3.6343 -0.70 -0.14 -0.47 0.424
H -0.9672 3.7698 5.7757 1.25 -2.91 -0.87 0.226
H -0.7343 1.7213 5.8374 0.38 2.81 -1.50 0.192
H 1.5303 2.9853 5.2105 0.05 -0.20 1.51 0.447
H 0.7580 3.9811 4.0169 -0.77 -2.29 1.69 0.167
H 1.8957 1.8586 3.1409 6.34 0.55 -2.18 0.846
H 0.8120 0.8538 4.0370 0.66 1.50 -1.32 0.176
H -0.1102 2.7704 2.0007 -0.25 10.56 -5.32 1.327
H -0.6244 1.0009 0.4669 2.31 -0.46 1.31 0.223
H 1.1343 1.0261 0.8735 5.07 0.36 -2.20 0.656
H -0.7882 -1.1167 2.2670 -4.24 -0.23 0.63 0.680
H 0.6691 -0.8717 2.6582 0.89 -0.17 -0.96 0.419
H -1.0394 -1.2935 -0.1552 -7.46 5.33 -1.21 0.275
H -0.9617 -3.2928 -1.6419 -0.84 -2.02 -0.32 0.430
H 0.8895 -3.2104 -1.3978 -1.07 0.44 0.42 0.428
H 1.4140 -2.6151 -3.8505 0.22 0.73 -0.67 0.263
H -0.1736 -3.2468 -4.1418 0.66 1.39 -0.16 0.378
H 2.1521 -0.8991 -5.3899 0.28 -0.10 0.78 0.380
H 1.0269 0.2879 -4.4963 0.56 1.56 1.73 0.425
H 0.8823 -0.0271 -6.2120 0.63 0.13 1.19 0.339



Entry 3:
30
Properties=species:S:1:pos:R:3:forces:R:3:mulliken_charge:R:1 method="wB97M-V/def2-TZVPD" gap_ev=9.23 smiles=CCc1c[nH]cn1.Cc1ccccc1 e_lumo_ev=0.8 charge=0 mol_weight_g_mol=188.27 largest_force_ev_per_a=6.01 multiplicity=1
C -2.5763 0.4474 -0.5423 -4.31 -4.18 0.28 -1.391
C 0.2965 2.1984 -2.1618 1.13 1.08 -1.55 0.024
C -0.9133 1.5151 -2.0428 1.13 0.45 2.01 -0.981
C 1.0777 2.4966 -1.0625 1.59 1.33 0.99 -0.870
C -1.2875 1.1240 -0.7358 -1.14 0.15 0.41 1.409
C 0.6356 2.0410 0.1894 0.65 -0.04 0.11 -0.181
C -0.5410 1.3925 0.4533 -0.51 0.46 -2.59 -0.686
H 0.7268 2.5667 -3.1383 -1.02 -0.51 0.90 0.284
H -1.5675 1.4329 -2.8878 -0.23 -0.48 -0.15 0.476
H 2.0511 3.2271 -1.1014 -2.46 -2.29 -0.13 0.206
H 1.2543 1.9943 1.0352 1.33 1.07 1.00 0.431
H -2.6845 -0.6947 -0.9724 1.09 2.52 0.85 0.232
H -3.5770 0.7892 -1.0320 2.00 0.45 0.73 0.377
H -0.8361 1.2275 1.5103 -0.06 -0.36 -1.24 0.397
H -2.8527 0.2333 0.5664 0.64 0.73 -1.73 0.245
C 1.5743 -1.7968 -0.1773 2.42 0.36 -0.26 -0.257
C 2.6506 -0.5502 -0.1681 -1.08 -1.98 -1.92 -1.113
C 0.3470 -1.8163 0.6689 -1.14 -0.89 -0.88 0.569
C 0.2539 -1.2556 1.8727 0.31 1.77 1.33 -0.479
C -1.6591 -2.3886 1.4230 2.43 1.35 -0.64 -0.296
N -0.8286 -2.5539 0.3902 -0.27 0.39 0.52 -0.677
N -1.0266 -1.5506 2.3545 0.43 -1.08 -2.26 0.026
H 1.3727 -2.0374 -1.2512 0.17 -0.21 1.12 0.248
H 2.2600 -2.5242 0.3504 -0.89 -0.09 -1.24 0.253
H 2.7980 -0.1865 0.7899 -0.19 1.15 1.97 0.397
H 1.0380 -0.4966 2.2392 -1.87 -1.47 0.10 0.297
H -2.7165 -2.7077 1.4750 1.03 0.12 0.16 0.368
H -1.3848 -1.3523 3.2271 -0.68 0.59 1.98 0.119
H 2.4880 0.2475 -0.9138 -0.16 -0.45 0.56 0.147
H 3.6269 -1.0221 -0.3578 -0.34 0.07 -0.44 0.426



Across the entries above, HOMO level takes the values -1.79, -8.65, -8.42 eV, respectively.